{
  "formula": "C2N4O4S",
  "method": "wB97M-V/def2-TZVPD",
  "largest_force_ha_per_bohr": 0.11123,
  "charge": 0,
  "total_energy_ev": -27047.80958,
  "elements": ["C", "C", "N", "N", "N", "N", "O", "O", "O", "O", "S"],
  "xyz": [[0.918, 0.184, -1.168], [-1.165, -0.008, 1.790], [0.558, 1.017, -0.360], [0.485, 1.849, 0.496], [0.484, -0.459, -2.386], [-0.224, -0.799, 1.948], [-0.207, -1.446, -2.250], [0.345, -1.485, 2.766], [0.812, 0.138, -3.400], [-2.185, 0.293, 1.251], [0.119, 1.495, 2.055]],
  "forces_ev_per_a": [[0.418, 0.763, 1.027], [-3.371, 4.574, -0.660], [0.535, -2.698, -2.936], [0.248, 1.569, -0.042], [-1.203, 1.669, 0.676], [3.712, -3.820, 0.713], [0.615, 0.049, -0.441], [-0.593, 0.200, -0.351], [-0.099, -0.948, 0.491], [0.073, -1.203, 0.240], [-0.337, -0.155, 1.283]],
  "lowdin_charge": [0.1099, -0.6350, -0.0565, -0.3147, -0.4053, -0.0818, 0.1050, 0.0642, 0.1011, 0.0935, 1.0196]
}